# 1
11
Properties=species:S:1:pos:R:3 method="wB97M-V/def2-TZVPD" total_charge=0 homo_energy_ev=-9.014 multiplicity=1 lumo_ev=-1.6 total_energy_ev=-20636.124 orbital_gap_ev=7.451
C -0.84368 -0.40032 -0.90736
C 0.66121 0.78315 0.58195
C -0.36743 -0.09670 0.39829
O -2.00740 -0.64187 -1.16901
O 0.53813 -1.41124 -3.24395
O 1.07745 1.03447 1.88655
O -0.95232 -0.71334 1.48128
P 0.71663 -0.48758 -2.08349
H 1.32244 1.17221 -0.16831
H 1.75878 1.73447 1.91795
H -1.90382 -0.97324 1.30611

# 2
12
Properties=species:S:1:pos:R:3 method="wB97M-V/def2-TZVPD" total_charge=-2 homo_energy_ev=-0.281 multiplicity=1 lumo_ev=5.6 total_energy_ev=-31472.102 orbital_gap_ev=5.884
C -1.10655 -0.16842 0.24552
C -0.22175 1.16075 -0.26305
C 0.12820 0.19037 0.70038
O 1.07187 -1.22369 -1.54001
O 2.61602 0.43491 -0.20913
O 2.05809 -1.93020 0.80049
O -3.46450 -1.19399 0.30991
P 1.68171 -0.81431 -0.19489
S -2.56035 -0.26729 -0.48212
H 0.12266 1.26736 -1.26843
H -0.55661 2.16193 0.08035
H 0.23121 0.38258 1.82099

# 3
8
Properties=species:S:1:pos:R:3 method="wB97M-V/def2-TZVPD" total_charge=0 homo_energy_ev=-8.475 multiplicity=1 lumo_ev=0.3 total_energy_ev=-14491.258 orbital_gap_ev=8.816
C 0.86717 0.29292 -1.27867
C 0.63941 0.01484 0.00698
C -0.31604 -0.50393 -0.98255
O -2.31496 -1.30217 0.97584
P -1.89029 -1.00796 -1.06843
H 1.39786 0.81058 -1.99505
H 0.89875 0.14042 1.01719
H -2.31889 -0.39464 1.37229

# 4
8
Properties=species:S:1:pos:R:3 method="wB97M-V/def2-TZVPD" total_charge=0 homo_energy_ev=-9.383 multiplicity=1 lumo_ev=-0.4 total_energy_ev=-14493.134 orbital_gap_ev=8.996
C -0.81520 -0.79337 0.44087
C -0.30107 -0.37423 -0.66340
C 0.38711 0.42844 -1.39929
O 0.89199 0.14964 2.60325
P -0.08817 0.57446 1.62428
H -1.31619 -1.79945 0.59021
H -0.18688 1.27443 -1.95993
H 1.42841 0.54009 -1.23600

# 5
9
Properties=species:S:1:pos:R:3 method="wB97M-V/def2-TZVPD" total_charge=0 homo_energy_ev=-8.775 multiplicity=1 lumo_ev=-1.9 total_energy_ev=-25328.667 orbital_gap_ev=6.898
C -1.58205 0.11473 -0.29803
C -0.45232 0.30312 0.40651
C 0.83069 -0.77027 0.08886
O 0.63807 -1.87165 -0.31136
P 2.57595 -0.28221 0.75120
S 2.63419 1.34369 -0.30240
H -2.53531 0.74644 -0.25946
H -1.73701 -0.84305 -0.94312
H -0.37222 1.25921 0.86781

# 6
8
Properties=species:S:1:pos:R:3 method="wB97M-V/def2-TZVPD" total_charge=+1 homo_energy_ev=-14.908 multiplicity=1 lumo_ev=-6.8 total_energy_ev=-16030.056 orbital_gap_ev=8.095
C 1.15913 0.49166 0.05796
C -1.11255 -1.21693 0.02752
C 0.02863 1.04426 -0.09958
O -0.98405 1.60973 -0.01739
S -2.30891 -0.30111 -0.03124
H 1.59186 -0.36046 -0.40651
H -0.44995 -1.93260 -0.30967
H 2.07584 0.66546 0.77891

# 7
7
Properties=species:S:1:pos:R:3 method="wB97M-V/def2-TZVPD" total_charge=0 homo_energy_ev=-9.770 multiplicity=1 lumo_ev=-0.5 total_energy_ev=-12442.372 orbital_gap_ev=9.282
C 1.47731 0.10460 -0.29686
C -0.37851 -0.58562 -0.04779
C -1.53578 -0.90421 0.00684
P 1.70837 1.64734 0.15477
H 2.02387 -0.87092 -0.61513
H -2.48858 -1.30629 -0.04475
H 0.34810 2.05998 0.06745

# 8
9
Properties=species:S:1:pos:R:3 method="wB97M-V/def2-TZVPD" total_charge=0 homo_energy_ev=-8.975 multiplicity=1 lumo_ev=0.3 total_energy_ev=-31021.417 orbital_gap_ev=9.280
C -0.24250 0.01334 -0.17575
C -0.64965 -1.07216 -0.51806
C -1.17371 -2.50102 -2.66996
P 0.26790 1.60034 0.39509
P -1.18006 -2.69838 -0.88371
P -1.53548 -2.38728 -4.17419
H 1.53870 1.02212 0.63080
H 0.10861 -3.23495 -1.01653
H 0.71112 1.78115 -0.95681

# 9
9
Properties=species:S:1:pos:R:3 method="wB97M-V/def2-TZVPD" total_charge=0 homo_energy_ev="-7.975 / -7.932" multiplicity=1 lumo_ev="-2.0 / -1.8" total_energy_ev=-31018.439 orbital_gap_ev="5.960 / 6.083"
C 0.85422 1.03329 0.00501
C 0.89476 -0.34838 -0.12094
C -0.45224 -0.54302 -0.20176
P 0.54780 2.64544 0.01366
P 2.29948 -1.30499 0.07285
P -2.01183 -0.14570 0.05917
H -0.76089 2.74983 0.31881
H 1.57304 -2.64971 -0.08454
H -2.94436 -1.43676 -0.06226

# 10
9
Properties=species:S:1:pos:R:3 method="wB97M-V/def2-TZVPD" total_charge=0 homo_energy_ev="-7.240 / -8.928" multiplicity=3 s2=2.029 lumo_ev="-1.0 / -2.7" total_energy_ev=-31017.756 orbital_gap_ev="6.247 / 6.247"
C -0.72127 -1.03558 0.10402
C -0.24741 0.11511 0.08384
C 1.05450 0.65804 -0.03012
P -2.11822 -1.98968 0.43798
P -0.60640 1.81923 0.56277
P 2.71372 0.83635 0.32075
H -2.42660 -2.05446 -0.92725
H -0.81175 2.29222 -0.78981
H 3.16344 -0.64124 0.23783